20
Properties=species:S:1:pos:R:3 method="wB97M-V/def2-TZVPD" e_tot_ev=-15393.6371 smiles="N#C[C@H](C1CC1)n1cn[nH]c1=O" homo_energy_ev=-9.17 homo_lumo_gap_ev=10.001 e_above_lowest_kj_mol=312.42
N 1.26722 -1.08096 -3.51816
C 0.95541 -0.96807 -2.40298
C 0.67426 -0.75630 -1.00517
C -0.58514 -0.13919 -0.60609
C -1.78634 -0.80617 0.16545
C -0.92750 0.25810 0.87090
N 1.69956 0.37092 -0.40212
C 2.15305 1.56421 -0.87918
N 3.02769 2.05125 -0.11217
N 3.27788 1.14187 0.90273
C 2.45368 0.08148 0.82385
O 2.18765 -0.90608 1.47937
H 0.91065 -1.56478 -0.38868
H -0.89972 0.80383 -1.17011
H -1.39815 -1.77132 0.47391
H -2.78083 -0.60906 -0.13949
H -1.37461 1.14401 1.02342
H -0.29823 -0.07436 1.74747
H 1.79690 1.85926 -1.78924
H 3.96826 1.12336 1.65136

19
Properties=species:S:1:pos:R:3 method="wB97M-V/def2-TZVPD" e_tot_ev=-15009.1462 smiles="O=CC1=CC=C(O)/C1=[NH+]/CO" homo_energy_ev="-13.00 / -13.00" charge=+1 homo_lumo_gap_ev="7.200 / 7.200" e_above_lowest_kj_mol=559.70
O -2.65793 -0.52238 -2.15982
C -1.90600 -1.25812 -1.70157
C -0.46090 -0.85001 -0.61750
C 0.11707 -2.06447 -0.38087
C 1.18512 -2.07437 0.62958
C 1.36492 -0.77837 1.12628
O 2.32807 -0.10677 1.79544
C 0.42315 0.12521 0.51165
N 0.14924 1.36800 0.43212
C -0.67608 2.24462 -0.43956
O -0.68375 3.37295 0.31378
H -1.97921 -2.31275 -1.81114
H 0.03674 -3.01978 -0.77994
H 1.82970 -2.81541 0.88320
H 3.12010 -0.61739 1.77942
H 0.62592 1.92163 1.08922
H -0.07738 2.44535 -1.24903
H -1.61670 1.75711 -0.53754
H -1.12209 3.18498 1.11629

19
Properties=species:S:1:pos:R:3 method="wB97M-V/def2-TZVPD" e_tot_ev=-15009.6299 smiles="C[N@@H+]1CCC(=O)C12C(=O)C2=O" homo_energy_ev=-14.07 charge=+1 homo_lumo_gap_ev=8.114 e_above_lowest_kj_mol=513.04
C 1.61645 0.02987 -1.15001
N 0.46440 -0.57098 -0.50661
C -0.80369 -0.40794 -1.22790
C -1.94507 -0.42332 -0.28089
C -1.44140 0.31949 0.92467
O -2.01909 0.79101 1.82506
C 0.14723 0.19938 0.76910
C 0.97050 1.27361 1.49504
O 1.38038 2.37916 1.39833
C 0.80016 -0.05513 2.11380
O 1.23038 -0.81138 2.93376
H 1.48456 1.10260 -0.90839
H 2.48229 -0.37836 -0.58395
H 1.85008 -0.07639 -2.23256
H 0.52701 -1.50014 -0.14129
H -0.99601 -1.11856 -2.09266
H -0.81831 0.66300 -1.62364
H -2.21886 -1.46833 0.13851
H -2.71099 0.05240 -0.85035

20
Properties=species:S:1:pos:R:3 method="wB97M-V/def2-TZVPD" e_tot_ev=-17067.5833 homo_energy_ev="-3.58 / -3.58" charge=-1 homo_lumo_gap_ev="6.991 / 6.990" e_above_lowest_kj_mol=269.46
C -1.86309 -1.44357 1.94386
C -2.06387 -0.91688 0.73120
C -1.27940 0.43608 -1.19932
C 2.32503 0.92024 1.12864
C -1.06904 -0.23729 -0.00404
C 1.30916 0.03718 0.35744
C 1.66794 -0.50993 -1.02182
N -0.36481 1.40588 -1.67377
O 2.89620 0.45480 2.11791
O -2.25003 0.16517 -1.87495
O 2.33833 2.06247 0.65749
O 0.09883 0.07141 0.79366
H -2.45747 -2.09091 2.52182
H -0.90789 -1.46019 2.37488
H -3.12902 -0.82232 0.42375
H 1.15856 -1.36498 -1.11214
H 2.80462 -0.61072 -1.02112
H 1.25115 0.17119 -1.81368
H 0.27482 1.88314 -0.89994
H -0.74005 1.84923 -2.42987

22
Properties=species:S:1:pos:R:3 method="wB97M-V/def2-TZVPD" e_tot_ev=-38737.9435 homo_energy_ev=-3.94 charge=-1 homo_lumo_gap_ev=7.391 e_above_lowest_kj_mol=103.36
C 0.74304 -0.40412 2.17856
C -0.10924 -1.09916 1.40264
C 1.24873 0.86789 1.71563
C -0.67820 -0.53130 0.29585
C 0.69471 1.43118 0.57459
C -0.33862 0.71285 -0.17029
C -0.74647 1.11545 -1.44948
N -1.74184 0.39037 -2.10898
O 1.13266 -1.15038 -2.29602
O -1.56125 2.80859 -3.32888
O 2.29216 0.91122 -1.34439
O 0.89477 2.58224 -2.68969
S 1.24464 0.61986 -2.32505
S -0.56333 2.83950 -2.17364
H 1.32764 -0.78963 3.10015
H -0.32983 -2.12143 1.69009
H 1.91925 1.54425 2.33035
H -1.37717 -1.07359 -0.37570
H 0.79979 2.38815 0.29056
H -2.30137 1.03683 -2.63814
H -1.56194 -0.26205 -2.81564
H 1.34340 -1.64898 -1.41475

21
Properties=species:S:1:pos:R:3 method="wB97M-V/def2-TZVPD" e_tot_ev=-19113.5963 homo_energy_ev=-4.90 charge=-1 homo_lumo_gap_ev=7.802 e_above_lowest_kj_mol=310.08
C -3.96195 1.59007 0.37110
C -2.89808 -0.51557 1.00224
C 2.71408 -1.19492 0.19226
C 3.66199 1.25931 0.06467
C 1.40562 -0.42877 -0.15897
C 0.24103 -1.39773 -0.42786
C -0.88771 -0.44801 -0.38076
N -3.49761 0.53403 0.90366
O 3.76348 -0.47445 0.24417
O 3.89562 1.52075 -1.06576
O 2.67785 -2.39541 0.38673
O 3.39211 1.71215 1.12453
O -1.22226 -0.04237 -1.60671
H -3.30561 2.29901 -0.10847
H -5.00036 1.84390 0.48867
H -2.45166 -0.89901 1.89437
H 1.17718 0.22383 0.68657
H 1.59703 0.19507 -1.03442
H 0.21391 -2.13456 0.37425
H 0.39027 -1.89192 -1.39286
H -1.90493 0.64463 -1.55740